C4H6AgCl2F3O2 as an isolated structure, computed with wB97M-V/def2-TZVPD.

```
18
Properties=species:S:1:pos:R:3
Ag -0.91634 -0.68230 3.41887
C 1.57962 -0.20083 -0.47364
O 0.25253 0.19015 -0.32086
O 2.00446 0.01634 0.79848
C 1.70240 -1.61185 -1.20115
F 1.45602 -1.49281 -2.53005
F 2.88904 -2.13632 -1.15469
F 0.86095 -2.51058 -0.76254
C -0.12653 1.31852 -1.08241
C -1.43670 1.73766 -0.50205
H -2.22305 0.98283 -0.50161
H -1.28297 2.17778 0.48322
H -1.84139 2.64081 -0.95884
H -0.28672 1.14928 -2.14721
H 0.50546 2.20076 -0.98080
H 2.11602 0.51626 -1.09506
Cl -1.15162 -1.18858 7.69980
Cl -4.10127 -3.10712 1.31046
```

For the HOMO energy, the calculation gives -2.305 eV. The total charge is -2. Its energy above the lowest of the compared OMol25 structures with the same formula, charge and spin is 90.4 kcal/mol. The value obtained for the electronic energy is -45535.35608 eV. The LUMO energy comes out at 2.6 eV. The value obtained for the HOMO-LUMO gap is 4.93 eV.